This record from the Open Molecules 2025 dataset describes a cluster of 2 separate species, C4H14N2O2 in total at a distorted geometry. The level of theory is the ωB97M-V functional and the def2-TZVPD basis.

Output
SMILES   NCC[C@@H](N)CO.O
HOMO   -9.28 eV
Relative energy (zero: lowest compared OMol25 entry of this formula, charge and spin)   31.3 kcal/mol
LUMO   0.763 eV

CARTESIAN COORDINATES (ANGSTROEM)
C: -0.20 -1.17 -2.01
O: 0.53 -0.28 -2.87
C: -0.85 -0.41 -0.86
C: 0.07 0.09 0.21
C: 0.45 -0.89 1.32
N: 1.38 -0.22 2.30
N: -1.65 0.68 -1.47
H: 0.52 -1.81 -1.47
H: -0.90 -1.62 -2.71
H: 0.06 -0.02 -3.65
H: -1.59 -1.11 -0.43
H: -0.34 0.99 0.72
H: 0.97 0.44 -0.40
H: 0.83 -1.78 0.82
H: -0.52 -1.08 1.80
H: 1.68 -1.00 2.90
H: 2.21 -0.17 1.69
H: -1.09 1.34 -2.00
H: -2.29 1.22 -0.90
H: 0.52 1.63 2.57
H: 0.14 2.66 1.74
O: 0.08 2.50 2.69


This record from the Open Molecules 2025 dataset describes a structure of composition C4H14N2O2 at a distorted geometry. The level of theory is the ωB97M-V functional and the def2-TZVPD basis.

Output
HOMO   -8.15 eV
Relative energy (zero: lowest compared OMol25 entry of this formula, charge and spin)   172.7 kcal/mol
LUMO   -3.580 eV

CARTESIAN COORDINATES (ANGSTROEM)
N: -1.21 -0.29 -1.79
C: -0.28 -0.21 -0.85
C: -0.84 -0.85 0.49
C: 0.11 -1.70 1.24
O: 2.20 0.36 0.70
C: -0.63 0.62 0.37
N: -1.20 1.76 -3.12
H: -1.78 1.67 -3.96
H: -1.11 -1.15 -2.36
H: 0.78 -0.27 -1.11
H: -1.86 -1.17 0.45
H: 0.09 -1.26 2.25
H: -0.11 -2.75 1.36
H: 1.12 -1.57 0.85
H: 3.15 0.23 0.76
H: -1.53 1.23 0.35
H: 0.24 1.00 0.90
H: -1.44 2.55 -2.55
H: -1.21 0.81 -2.54
H: 2.21 0.37 3.60
H: 1.88 0.24 1.97
O: 1.43 0.36 3.00


This record from the Open Molecules 2025 dataset describes a cluster of 2 separate species, C4H14N2O2 in total at a distorted geometry. The level of theory is the ωB97M-V functional and the def2-TZVPD basis.

Output
Total charge   +1
HOMO (alpha / beta)   -14.48 / -14.30 eV
Relative energy (zero: lowest compared OMol25 entry of this formula, charge and spin)   36.8 kcal/mol
Multiplicity   2
LUMO (alpha / beta)   -2.959 / -7.733 eV

CARTESIAN COORDINATES (ANGSTROEM)
C: 0.18 1.11 0.40
N: 1.34 0.64 -0.32
C: 1.30 0.54 -1.77
O: 0.66 -0.65 -2.13
C: 0.06 0.33 1.74
C: -1.39 0.42 2.19
N: 0.48 -1.05 1.43
H: 0.24 2.19 0.58
H: -0.71 0.90 -0.20
H: 1.80 -0.15 0.16
H: 0.68 1.33 -2.19
H: 2.30 0.67 -2.19
H: 1.15 -1.44 -1.88
H: 0.76 0.76 2.45
H: -1.56 -0.04 3.17
H: -1.71 1.45 2.36
H: -2.03 -0.04 1.43
H: 0.99 -1.50 2.18
H: -0.33 -1.59 1.16
H: -1.20 -0.64 -1.56
H: -2.30 -1.66 -1.69
O: -2.13 -0.77 -1.34


This record from the Open Molecules 2025 dataset describes a cluster of 2 separate species, C4H14N2O2 in total at a distorted geometry. The level of theory is the ωB97M-V functional and the def2-TZVPD basis.

Output
Total charge   +1
HOMO (alpha / beta)   -14.47 / -14.12 eV
Relative energy (zero: lowest compared OMol25 entry of this formula, charge and spin)   96.5 kcal/mol
Multiplicity   2
LUMO (alpha / beta)   -3.354 / -8.417 eV

CARTESIAN COORDINATES (ANGSTROEM)
N: -0.34 1.29 1.30
C: -1.58 0.61 1.18
C: -1.41 -0.99 0.88
N: -0.35 -1.16 -0.01
C: -0.61 -1.61 -1.44
C: 0.84 -1.43 -2.26
O: 1.43 -0.19 -2.44
H: 1.57 0.25 -1.62
H: 0.38 0.84 1.81
H: -0.16 1.63 0.40
H: -2.07 0.61 2.18
H: -2.21 1.11 0.34
H: -2.29 -1.37 0.44
H: -1.31 -1.43 1.85
H: 0.31 -1.73 0.42
H: -1.43 -1.10 -1.99
H: -0.96 -2.72 -1.50
H: 1.53 -2.30 -2.02
H: 0.57 -1.72 -3.37
H: 1.79 2.07 1.97
H: 0.75 2.95 2.74
O: 1.68 3.01 2.34


This record from the Open Molecules 2025 dataset describes a cluster of 3 separate species, C4H14N2O4 in total. The level of theory is the ωB97M-V functional and the def2-TZVPD basis.

Output
SMILES   CC(N)=O.CCN(O)O.O
HOMO   -9.88 eV
Relative energy (zero: lowest compared OMol25 entry of this formula, charge and spin)   60.0 kcal/mol
LUMO   0.674 eV

CARTESIAN COORDINATES (ANGSTROEM)
C: 0.30 -0.16 2.21
C: 0.51 0.80 3.35
N: 1.43 -0.66 1.67
O: -0.80 -0.47 1.78
O: 0.18 2.00 0.22
H: -0.53 1.47 0.60
H: 0.33 1.62 -0.66
H: 2.33 -0.30 1.95
H: 1.38 -1.19 0.81
H: 0.73 1.78 2.93
H: 1.33 0.48 3.99
H: -0.40 0.87 3.93
C: -0.88 -0.90 -1.45
C: -2.04 -0.02 -1.88
N: 0.39 -0.25 -1.78
O: 0.54 -0.11 -3.15
O: 1.44 -1.11 -1.32
H: 0.34 -0.94 -3.61
H: 2.23 -0.56 -1.33
H: -0.88 -1.03 -0.36
H: -0.93 -1.89 -1.92
H: -2.97 -0.50 -1.61
H: -1.98 0.94 -1.39
H: -2.02 0.14 -2.96


This record from the Open Molecules 2025 dataset describes a cluster of 4 separate species, C4H14N2O5 in total at a distorted geometry. The level of theory is the ωB97M-V functional and the def2-TZVPD basis.

Output
SMILES   C[C@H](N)C(=O)NC=O.O.O.O
HOMO   -9.38 eV
Relative energy (zero: lowest compared OMol25 entry of this formula, charge and spin)   13.4 kcal/mol
LUMO   0.085 eV

CARTESIAN COORDINATES (ANGSTROEM)
O: -2.37 0.23 1.84
C: -1.72 -0.29 0.97
N: -2.29 -1.27 0.19
C: -1.67 -2.08 -0.79
O: -2.33 -2.66 -1.60
C: -0.27 0.15 0.71
C: 0.05 1.42 1.52
N: -0.04 0.28 -0.72
H: -3.30 -1.27 0.16
H: -0.59 -2.10 -0.63
H: 0.42 -0.63 1.05
H: 0.88 1.91 1.03
H: -0.85 2.04 1.57
H: 0.37 1.19 2.54
H: -0.49 1.10 -1.12
H: 0.94 0.22 -0.94
H: 2.84 -2.34 1.52
H: 2.90 -2.18 0.02
O: 2.57 -2.78 0.71
H: -2.53 2.51 -2.15
H: -1.33 3.40 -2.48
O: -1.62 2.68 -1.91
H: 2.94 0.25 -1.05
H: 4.17 0.33 -0.18
O: 3.32 -0.10 -0.23


This record from the Open Molecules 2025 dataset describes a cluster of 2 separate species, C4H14N2OS in total at a distorted geometry. The level of theory is the ωB97M-V functional and the def2-TZVPD basis.

Output
SMILES   NCCNCCS.O
HOMO   -9.17 eV
Relative energy (zero: lowest compared OMol25 entry of this formula, charge and spin)   47.7 kcal/mol
LUMO   0.667 eV

CARTESIAN COORDINATES (ANGSTROEM)
C: 0.95 0.85 0.90
N: -0.01 -0.19 0.65
C: -1.09 0.33 -0.22
C: -2.30 -0.50 -0.71
S: -3.44 -1.15 0.55
C: 1.97 1.18 -0.21
N: 3.19 0.30 -0.42
H: 0.40 1.88 0.90
H: 1.49 0.77 1.90
H: -4.14 0.02 0.94
H: -0.45 0.36 -1.17
H: -1.50 1.30 -0.05
H: -2.89 0.22 -1.28
H: -1.86 -1.29 -1.37
H: 2.23 2.27 0.20
H: 1.39 1.31 -1.16
H: 3.81 1.01 -0.82
H: -0.50 -0.30 1.54
H: 3.80 0.02 0.40
H: 0.17 -2.26 0.01
H: -0.90 -3.27 0.05
O: -0.31 -2.87 -0.63


This record from the Open Molecules 2025 dataset describes the molecule C4H14N2OSi2 at a distorted geometry. The level of theory is the ωB97M-V functional and the def2-TZVPD basis.

Output
SMILES   C[C@H]1N[Si@@H](C)NC[SiH2]O1
HOMO   -8.73 eV
LUMO   0.796 eV

CARTESIAN COORDINATES (ANGSTROEM)
C: 2.07 -2.24 -0.18
C: -2.71 -0.07 1.08
C: -0.25 2.13 -0.41
C: 1.22 -0.95 -0.49
N: -0.06 -1.06 0.17
N: -1.00 1.12 -1.20
O: 1.94 0.15 -0.14
Si: -1.52 -0.32 -0.40
Si: 1.42 1.64 0.34
H: 2.09 -2.03 0.98
H: 1.45 -3.13 -0.45
H: 3.01 -2.33 -0.66
H: -2.05 0.48 1.76
H: -3.61 0.57 0.85
H: -2.93 -1.08 1.54
H: -0.70 1.09 -2.25
H: -1.14 2.31 0.31
H: -0.20 3.12 -0.90
H: 1.03 -0.77 -1.50
H: 0.14 -1.41 1.12
H: -2.00 -1.43 -1.31
H: 2.70 2.38 -0.04
H: 1.11 1.86 1.76


This record from the Open Molecules 2025 dataset describes a cluster of 2 separate species, C4H14N3 in total. The level of theory is the ωB97M-V functional and the def2-TZVPD basis.

Output
Total charge   +1
HOMO   -12.67 eV
Relative energy (zero: lowest compared OMol25 entry of this formula, charge and spin)   22.9 kcal/mol
LUMO   -3.158 eV

CARTESIAN COORDINATES (ANGSTROEM)
C: -2.59 -0.45 -0.43
N: -2.21 -0.35 0.98
C: -0.98 -0.50 1.41
N: -0.60 -0.36 2.66
H: -2.51 0.53 -0.90
H: -3.62 -0.79 -0.48
H: -1.96 -1.19 -0.92
H: -2.92 -0.10 1.66
H: -0.22 -0.73 0.66
H: -1.26 -0.18 3.41
H: 0.36 -0.48 2.92
C: 2.74 -0.24 -0.67
N: 1.37 0.27 -0.54
C: 1.01 1.06 -1.71
H: 2.75 -0.96 -1.48
H: 3.47 0.54 -0.92
H: 3.04 -0.74 0.25
H: 1.36 0.89 0.25
H: 1.58 1.99 -1.81
H: -0.05 1.30 -1.71
H: 1.24 0.49 -2.62


This record from the Open Molecules 2025 dataset describes a cluster of 2 separate species, C4H14N3 in total at a distorted geometry. The level of theory is the ωB97M-V functional and the def2-TZVPD basis.

Output
Total charge   +1
HOMO (alpha / beta)   -11.46 / -14.20 eV
Relative energy (zero: lowest compared OMol25 entry of this formula, charge and spin)   201.0 kcal/mol
LUMO (alpha / beta)   -5.437 / -3.085 eV

CARTESIAN COORDINATES (ANGSTROEM)
C: -2.89 -0.05 -0.03
C: 1.36 1.41 -0.78
C: -2.42 -0.99 1.00
C: 0.23 -0.66 -0.49
N: 1.36 0.40 1.29
N: 2.63 -0.57 -0.32
N: 1.37 0.11 -0.13
H: -2.75 -0.25 -1.07
H: -3.87 0.34 0.22
H: -2.33 0.96 0.14
H: 0.48 2.10 -0.61
H: 2.26 1.96 -0.39
H: 1.30 1.47 -1.90
H: -2.13 -1.97 0.62
H: -2.47 -0.47 1.88
H: -0.15 -1.40 0.26
H: -0.14 -0.65 -1.47
H: 0.43 0.42 1.56
H: 1.82 -0.51 1.67
H: 2.45 -1.57 -0.60
H: 3.44 -0.09 -0.84